{
  "formula": "C4H9N7",
  "method": "ωB97M-V with the def2-TZVPD basis set",
  "homo_ev": [-8.1, -8.1],
  "gap_ev": [7.531, 7.535],
  "relative_energy_kcal_mol": 139.0,
  "e_tot_ev": -14717.9692,
  "symbols": ["C", "C", "C", "C", "N", "N", "N", "N", "N", "N", "N", "H", "H", "H", "H", "H", "H", "H", "H", "H"],
  "positions_angstrom": [[-0.5887, -0.5591, -0.5689], [-0.0698, 0.2365, 0.6444], [-1.4783, 0.3068, -1.4434], [0.5933, -0.8789, -1.4976], [-0.5199, -0.4422, 1.7630], [0.1695, 1.5016, 0.4741], [-1.1022, -1.5068, 1.4620], [0.8141, 2.2744, 1.1805], [-1.2655, -1.6011, 0.0953], [2.0116, 0.4423, 2.1488], [1.7509, 1.7112, 1.9815], [-2.5060, 0.6379, -0.8998], [-1.7787, -0.3253, -2.2566], [-1.0527, 1.3396, -1.9103], [0.2202, -1.1268, -2.5697], [1.1135, -1.6943, -1.0525], [1.3051, 0.0797, -1.5360], [-1.4700, -2.4465, -0.4284], [1.2608, -0.1860, 2.3775], [2.5931, 2.2370, 2.0360]],
  "lowdin_charge": [-0.569, -0.297, -0.083, -0.040, 0.020, 0.040, 0.060, 0.004, 0.039, 0.070, -0.115, 0.128, 0.046, 0.135, 0.105, 0.058, 0.131, 0.153, -0.008, 0.122]
}

---

{
  "formula": "C4H9N8O3",
  "method": "ωB97M-V with the def2-TZVPD basis set",
  "homo_ev": [-12.1, -12.1],
  "gap_ev": [6.658, 6.654],
  "charge": 1,
  "relative_energy_kcal_mol": 230.8,
  "e_tot_ev": -22336.3457,
  "symbols": ["C", "C", "C", "C", "N", "N", "N", "N", "N", "N", "N", "N", "O", "O", "O", "H", "H", "H", "H", "H", "H", "H", "H", "H"],
  "positions_angstrom": [[2.8435, -1.4867, 0.9480], [-4.0003, 0.1567, 0.5812], [2.7764, -0.4139, -0.0891], [-3.2952, 0.7332, -0.3255], [3.7362, -2.3656, 0.5828], [-4.4640, -1.1012, 0.8107], [1.4592, -0.2769, -0.6420], [3.7272, -0.7690, -1.0474], [-5.3428, -1.8259, -1.2067], [-2.3043, 0.9469, -1.0723], [0.5033, 0.3593, -0.3012], [3.1452, 0.8764, 0.6233], [0.5472, 1.1998, 0.7794], [4.2204, -2.0666, -0.6286], [-4.9999, -1.9958, 0.1083], [2.4693, -1.7538, 1.8643], [-4.3956, 0.7934, 1.3903], [3.5361, -0.8283, -2.0569], [-5.9322, -2.6081, -1.4741], [-1.3252, 0.8196, -0.7232], [-2.4592, 1.4470, -1.9378], [1.4319, 1.3263, 1.2154], [3.0350, 1.7018, 0.0200], [4.0857, 0.8459, 1.1061]],
  "lowdin_charge": [-0.028, -0.080, -0.555, 0.044, 0.091, 0.045, 0.093, 0.092, 0.167, 0.261, -0.062, 0.060, -0.047, -0.079, -0.065, 0.099, 0.165, 0.157, 0.069, 0.105, 0.159, 0.081, 0.097, 0.133]
}